Record 1
This record from OMol25 describes C26H28F6IN2P2W as an isolated structure in a non-equilibrium geometry. The level of theory is ωB97M-V/def2-TZVPD.

## Properties
**LUMO level (alpha / beta)**: -14.19 / -16.00 eV
**HOMO energy (alpha / beta)**: -19.954 / -19.927 eV
**Energy relative to the best compared isomer or geometry (same formula, charge and spin)**: 2.198 eV
**Net charge**: +4
**Kohn-Sham gap (alpha / beta)**: 5.767 / 3.931 eV
**<S²>**: 3.813
**2S+1**: 4

Each line ends with the Mulliken spin population.
Positions of all 66 atoms, in Å:
1 W 0.3820 1.7161 -0.4917  0.990
2 N 2.7377 1.6260 -0.8764  0.007
3 C 3.8101 0.8404 -0.1748  -0.006
4 C 3.6730 0.8865 1.3392  0.011
5 C 3.3632 2.2982 1.8658  -0.005
6 C 1.9968 2.4606 2.5117  0.007
7 N 0.8916 1.6748 1.8230  0.005
8 H 2.8584 1.4100 -1.8689  0.001
9 H 3.0479 2.5971 -0.8113  0.004
10 H 4.7860 1.2399 -0.4571  -0.002
11 H 3.7717 -0.1914 -0.5215  -0.007
12 H 4.6270 0.5564 1.7505  0.001
13 H 2.9362 0.1469 1.6750  -0.002
14 H 3.4954 3.0442 1.0805  0.002
15 H 4.0896 2.5711 2.6318  -0.001
16 H 1.7178 3.5134 2.5236  0.001
17 H 2.0415 2.1249 3.5499  0.000
18 H 0.0574 1.9569 2.3407  -0.004
19 H 1.0647 0.7166 2.1242  0.005
20 I 0.7511 4.3963 -0.3560  0.058
21 C -1.6741 1.6744 0.4369  0.307
22 C -2.2468 2.8816 0.8793  -0.140
23 C -3.6232 3.0847 0.8854  0.122
24 C -4.4861 2.0187 0.6421  0.188
25 C -3.9757 0.7384 0.3519  0.005
26 C -4.8119 -0.3847 0.2117  0.150
27 C -4.2846 -1.6624 0.0392  0.107
28 C -2.9150 -1.8346 -0.0957  -0.086
29 C -2.0681 -0.7236 -0.0440  0.182
30 P -0.2519 -0.8822 -0.1249  0.061
31 C 0.1794 -1.8863 -1.5642  0.011
32 C -0.7497 -2.2729 -2.5306  0.015
33 C -0.3117 -3.0266 -3.6110  0.006
34 C 1.0394 -3.2886 -3.8016  -0.001
35 C 1.9684 -2.9096 -2.8350  0.002
36 C 1.5374 -2.1960 -1.7321  0.007
37 C 0.0513 -1.8903 1.3797  0.288
38 C 0.6970 -3.1440 1.3387  -0.047
39 C 0.7989 -3.8922 2.4878  0.206
40 C 0.2873 -3.3998 3.7103  0.225
41 C -0.3724 -2.1491 3.7515  0.180
42 C -0.4783 -1.4002 2.6100  -0.020
43 C -2.5630 0.5715 0.2259  0.145
44 H -1.6385 3.7128 1.2114  0.005
45 H -4.0090 4.0735 1.0999  0.003
46 H -5.5567 2.1546 0.7508  -0.002
47 H -5.8874 -0.2515 0.2468  -0.001
48 H -4.9396 -2.5241 0.0115  0.001
49 H -2.5136 -2.8310 -0.2322  -0.004
50 H -1.8011 -2.0401 -2.4341  0.001
51 H -1.0451 -3.4393 -4.2929  0.000
52 H 1.3810 -3.7509 -4.7191  0.000
53 H 3.0181 -3.1320 -2.9705  0.000
54 H 2.2646 -1.8526 -1.0020  0.001
55 H 1.0777 -3.5425 0.4078  -0.008
56 H 1.2537 -4.8744 2.4421  0.003
57 H 0.3941 -3.9851 4.6175  -0.019
58 H -0.7835 -1.7872 4.6845  0.005
59 H -1.0013 -0.4511 2.6405  0.005
60 F -1.1468 2.3615 -2.0832  0.010
61 P -0.7645 2.3286 -3.8987  0.002
62 F -1.8057 3.3962 -4.0729  0.001
63 F -1.3707 0.9207 -3.7833  0.001
64 F 0.7086 0.8053 -2.1510  0.017
65 F -0.2507 2.1150 -5.3138  0.000
66 F 0.5705 2.9823 -3.4293  0.002



Record 2
This record from OMol25 describes C26H28F6N2O9PS4Ta as an isolated structure in a non-equilibrium geometry. The level of theory is ωB97M-V/def2-TZVPD.

## Properties
**LUMO level**: -6.98 eV
**HOMO energy**: -14.455 eV
**Energy relative to the best compared isomer or geometry (same formula, charge and spin)**: 0.167 eV
**Net charge**: +2
**Kohn-Sham gap**: 7.470 eV

Each line ends with the Mulliken charge.
Positions of all 77 atoms, in Å:
1 Ta 0.7104 0.2175 0.3299  1.569
2 F 2.9980 -0.8559 4.3859  -0.163
3 C 3.3186 0.4052 4.1387  0.595
4 F 4.5463 0.6576 4.5189  -0.154
5 F 2.4613 1.2144 4.7330  -0.168
6 S 3.2054 0.6995 2.3079  1.227
7 O 1.7081 0.4727 2.1029  -0.766
8 O 3.6536 2.0076 2.0380  -0.601
9 N 3.9813 -0.4294 1.5989  -0.590
10 S 3.4309 -1.6774 0.8319  1.283
11 O 1.9493 -1.6190 0.7101  -0.631
12 O 4.1383 -1.9471 -0.3637  -0.708
13 C 3.6986 -3.1250 1.9734  0.515
14 F 3.6062 -4.2281 1.2566  -0.181
15 F 4.8860 -3.0201 2.5217  -0.179
16 F 2.7543 -3.1184 2.9070  -0.157
17 C -0.0349 3.4919 -6.5165  -1.511
18 C 0.5692 3.0742 -5.2119  0.791
19 C -0.0289 2.0734 -4.4361  -1.325
20 C 0.5008 1.7011 -3.2180  -0.165
21 C 1.6577 2.3385 -2.7686  -0.026
22 C 2.2767 3.3350 -3.5164  -0.632
23 C 1.7253 3.6897 -4.7347  -0.820
24 S 2.3286 1.9807 -1.2091  1.756
25 O 3.5869 2.5987 -1.0403  -0.661
26 O 2.3214 0.4553 -0.9848  -0.186
27 N 1.2268 2.2220 -0.0620  -0.297
28 C 0.1771 3.2203 -0.1701  -0.478
29 C -1.1550 2.4776 -0.1803  0.472
30 O -2.2344 2.9562 -0.1956  -0.508
31 O -0.9548 1.1124 -0.1096  -0.509
32 H -0.6395 2.6976 -6.9498  0.389
33 H 0.7332 3.7788 -7.2326  0.413
34 H -0.6819 4.3585 -6.3645  0.316
35 H -0.9238 1.5859 -4.8012  0.432
36 H 0.0224 0.9265 -2.6317  0.652
37 H 3.1774 3.8118 -3.1543  0.573
38 H 2.2052 4.4578 -5.3269  0.449
39 H 0.2696 3.8254 -1.0741  0.408
40 H 0.1828 3.8958 0.6863  0.479
41 C -0.2923 -2.2602 3.0084  -1.616
42 P -1.0661 -1.0137 1.9457  1.943
43 C -2.3182 -1.8578 0.9467  0.133
44 C -2.4130 -3.2503 0.9705  -0.698
45 C -3.3912 -3.8972 0.2256  -0.763
46 C -4.2781 -3.1591 -0.5456  -0.657
47 C -4.1797 -1.7722 -0.5805  -0.913
48 C -3.2043 -1.1200 0.1575  -0.330
49 C -1.9143 0.1569 3.0222  0.806
50 C -1.2041 1.2155 3.5913  -0.131
51 C -1.8453 2.0996 4.4442  -0.968
52 C -3.1934 1.9344 4.7298  -0.584
53 C -3.9015 0.8818 4.1676  -0.775
54 C -3.2681 -0.0070 3.3128  -0.691
55 H -1.0440 -2.7671 3.6133  0.632
56 H 0.3915 -1.7357 3.6775  0.350
57 H 0.2778 -2.9823 2.4268  0.375
58 H -1.7498 -3.8445 1.5849  0.416
59 H -3.4727 -4.9749 0.2702  0.456
60 H -5.0519 -3.6605 -1.1115  0.421
61 H -4.8779 -1.1940 -1.1711  0.454
62 H -3.1555 -0.0392 0.1394  0.443
63 H -0.1491 1.3478 3.3922  0.158
64 H -1.2915 2.9163 4.8871  0.483
65 H -3.6933 2.6267 5.3934  0.429
66 H -4.9506 0.7498 4.3943  0.446
67 H -3.8318 -0.8226 2.8788  0.444
68 C -1.1855 -2.8160 -2.5512  -0.798
69 S 0.2110 -2.5809 -1.4735  0.609
70 C 1.5578 -2.5460 -2.6393  -0.872
71 O 0.0268 -1.0690 -1.0974  -0.090
72 H -1.1567 -2.0795 -3.3517  0.368
73 H -2.0800 -2.7076 -1.9383  0.045
74 H -1.1282 -3.8297 -2.9489  0.510
75 H 1.6862 -3.5627 -3.0132  0.523
76 H 2.4524 -2.2417 -2.0961  0.218
77 H 1.3301 -1.8569 -3.4504  0.315



Record 3
This record from OMol25 describes C26H28FLiN3PSi as an isolated structure in a non-equilibrium geometry. The level of theory is ωB97M-V/def2-TZVPD.

## Properties
**LUMO level**: 0.23 eV
**HOMO energy**: -6.435 eV
**Kohn-Sham gap**: 6.670 eV

Each line ends with the Mulliken charge.
Positions of all 61 atoms, in Å:
1 Li -0.0797 -0.8540 -1.6319  0.938
2 C 4.4593 1.2909 -1.4103  -1.209
3 Si 3.2304 -0.1734 -1.3798  -0.080
4 C 3.6876 -1.3239 -2.8338  -1.079
5 C 3.5616 -1.1397 0.2387  -1.066
6 N 1.5528 0.1131 -1.5508  -0.008
7 C 0.8562 1.2428 -1.4530  0.318
8 C 1.2185 2.4144 -0.8567  -0.422
9 C 0.6047 3.7029 -0.7969  -0.422
10 C -0.4932 4.2736 -1.3283  -0.966
11 C -2.3936 2.6228 -1.5335  -0.619
12 C -1.6348 1.2724 -1.4348  1.203
13 F -2.4473 0.1482 -1.8481  -0.464
14 H 5.4580 0.9531 -1.6742  0.391
15 H 4.5267 1.7843 -0.4454  0.362
16 H 4.1610 2.0375 -2.1400  0.363
17 H 4.6795 -1.7430 -2.7000  0.325
18 H 3.6814 -0.7923 -3.7793  0.295
19 H 2.9876 -2.1501 -2.9150  0.294
20 H 4.4817 -1.7102 0.1708  0.456
21 H 2.7545 -1.8408 0.4404  0.216
22 H 3.6513 -0.4738 1.0926  0.254
23 H 2.1731 2.3595 -0.3515  0.282
24 H 1.1878 4.3827 -0.1809  0.309
25 H -0.6496 5.3178 -1.0892  0.334
26 H -3.3826 2.5279 -1.9873  0.482
27 N -1.4264 0.5458 1.0605  0.009
28 P -0.5006 -0.8762 0.8690  0.733
29 C -0.2552 -1.1579 2.6641  0.061
30 C -1.3537 -1.3721 3.4912  -0.456
31 C -1.1799 -1.5118 4.8552  -0.622
32 C 0.0930 -1.4442 5.4032  -0.474
33 C 1.1892 -1.2396 4.5823  -0.517
34 C 1.0182 -1.0987 3.2141  -0.133
35 C -1.7928 -2.1543 0.6127  0.172
36 C -3.1411 -1.8879 0.4195  -0.039
37 C -4.0284 -2.9321 0.2137  -0.798
38 C -3.5759 -4.2404 0.1953  -0.493
39 C -2.2269 -4.5100 0.3783  -0.604
40 C -1.3404 -3.4704 0.5806  -0.567
41 C -1.7208 1.4337 0.0553  -0.586
42 C -2.3736 2.6024 -0.0193  -1.120
43 C -1.5545 3.6972 -2.2360  -0.089
44 C -0.8673 3.1021 -3.4296  -0.670
45 C -0.3299 1.8946 -3.3318  -0.857
46 N -0.4288 1.1183 -2.1435  0.449
47 H -1.4949 0.9410 1.9928  0.297
48 H -2.3426 -1.4394 3.0589  0.399
49 H -2.0366 -1.6730 5.4927  0.409
50 H 0.2257 -1.5472 6.4704  0.386
51 H 2.1797 -1.1859 5.0086  0.423
52 H 1.8680 -0.9460 2.5661  0.227
53 H -3.4952 -0.8673 0.4255  0.401
54 H -5.0770 -2.7221 0.0682  0.427
55 H -4.2715 -5.0507 0.0384  0.389
56 H -1.8727 -5.5295 0.3601  0.422
57 H -0.2855 -3.6691 0.7386  0.383
58 H -2.7349 3.3066 0.7056  0.429
59 H -2.2118 4.5111 -2.5498  0.685
60 H -0.7599 3.6935 -4.3253  0.385
61 H 0.2731 1.4391 -4.1047  0.450



Record 4
This record from OMol25 describes C26H28N10O4SSeY as an isolated structure. The level of theory is ωB97M-V/def2-TZVPD.

## Properties
**LUMO level**: -2.99 eV
**HOMO energy**: -11.522 eV
**Energy relative to the best compared isomer or geometry (same formula, charge and spin)**: 0.614 eV
**Net charge**: +1
**Kohn-Sham gap**: 8.528 eV

Each line ends with the Mulliken charge.
Positions of all 71 atoms, in Å:
1 Y 0.3321 -0.1334 1.0610  0.913
2 N 1.2845 1.6173 2.6877  -0.371
3 C 0.5811 2.0518 3.8989  -0.714
4 C -0.7039 2.7422 3.5091  -1.001
5 N -1.5577 1.8776 2.6921  0.072
6 C -2.5084 1.0567 3.4532  -0.892
7 C -1.9558 -0.3143 3.7906  -0.592
8 N -1.5375 -1.0423 2.5787  -0.285
9 H 2.0746 1.0294 2.9453  0.250
10 H 1.6590 2.4251 2.2003  0.236
11 H 1.1924 2.7312 4.5012  0.483
12 H 0.4060 1.1646 4.5056  0.189
13 H -0.4640 3.6274 2.9125  0.470
14 H -1.2247 3.0993 4.4058  0.357
15 H -2.0745 2.4689 2.0574  0.267
16 H -3.4168 0.9453 2.8499  0.386
17 H -2.8240 1.5591 4.3753  0.438
18 H -2.7057 -0.8793 4.3517  0.499
19 H -1.0772 -0.2424 4.4290  0.171
20 H -2.3352 -1.5060 2.1602  0.324
21 H -0.9086 -1.7977 2.8548  0.346
22 S -0.1723 -5.1936 -5.3130  0.165
23 N -1.3361 -4.6275 -4.3483  -0.687
24 C -0.7422 -3.8043 -3.4948  0.705
25 C -1.4137 -3.0540 -2.4451  0.605
26 C -2.7837 -3.1648 -2.2350  -0.531
27 C -3.3472 -2.4464 -1.2087  -1.687
28 C -2.5145 -1.6465 -0.4349  -0.104
29 N -1.2042 -1.5152 -0.6166  0.878
30 C -0.6482 -2.2218 -1.6205  -0.690
31 C 0.8115 -2.1064 -1.8237  -0.722
32 N 1.4870 -1.2782 -1.0087  0.871
33 C 2.8085 -1.2392 -1.1279  -0.370
34 C 3.5236 -1.9588 -2.0825  -1.261
35 C 2.8356 -2.7727 -2.9458  -0.554
36 C 1.4510 -2.8593 -2.8090  0.559
37 C 0.6476 -3.7175 -3.6645  0.788
38 N 1.1115 -4.4765 -4.6478  -0.683
39 H -3.3688 -3.8109 -2.8756  0.554
40 H -4.4041 -2.4912 -0.9893  0.524
41 H -2.9458 -1.0812 0.3746  0.580
42 H 3.3311 -0.6307 -0.4066  0.664
43 H 4.5997 -1.8678 -2.1168  0.496
44 H 3.3323 -3.3538 -3.7109  0.549
45 N 0.3876 2.1924 -2.1385  0.100
46 C -0.8963 2.0513 -1.6525  0.697
47 C -1.9197 2.5497 -2.4849  -1.123
48 C -3.2217 2.4302 -2.0915  -0.636
49 C -3.5057 1.8087 -0.8721  -1.564
50 C -2.4448 1.3471 -0.1397  -0.210
51 N -1.1449 1.4558 -0.4909  0.548
52 C 1.6369 2.1830 -1.5322  0.817
53 C 2.6779 2.7505 -2.2850  -1.097
54 C 3.9334 2.8149 -1.7417  -0.510
55 C 4.1367 2.3088 -0.4586  -1.384
56 C 3.0680 1.7374 0.1841  -0.270
57 N 1.8145 1.6567 -0.3285  0.604
58 H 0.4085 2.6054 -3.0547  0.185
59 H -1.6638 3.0270 -3.4214  0.436
60 H -4.0153 2.8140 -2.7187  0.447
61 H -4.5163 1.6806 -0.5145  0.522
62 H -2.6187 0.8385 0.7940  0.704
63 H 2.4779 3.1424 -3.2734  0.434
64 H 4.7448 3.2576 -2.3038  0.460
65 H 5.1036 2.3368 0.0208  0.499
66 H 3.2117 1.2678 1.1461  0.395
67 O 2.4935 -0.6681 1.7575  -0.502
68 Se 1.8883 -1.9885 2.6272  1.095
69 O 2.9468 -3.1495 2.9426  -0.697
70 O 0.6735 -2.3676 1.5270  -0.535
71 O 1.0491 -1.2451 3.8343  -0.613